# 1
Molecular formula: BrFH3NO6P2S
Method: DFT, the ωB97M-V functional and the def2-TZVPD basis

Summary:
Frontier orbital gap = 9.774 eV
Highest occupied orbital energy = -10.230 eV

Last column: Löwdin charge in e.
Element x y z (Å)
O 0.766 2.306 1.439  -0.208
P 0.827 1.229 0.475  0.318
O 2.128 0.287 0.576  -0.175
O 0.836 1.693 -1.042  -0.100
N -0.392 0.024 0.698  -0.453
P 0.280 -1.665 0.991  0.538
O 0.689 -2.177 -0.494  -0.366
Br -1.559 -2.866 1.221  0.390
S -1.756 0.297 -0.223  0.471
O -1.843 -0.638 -1.284  -0.261
O -1.888 1.687 -0.448  -0.227
F -2.823 -0.078 0.838  -0.165
H 2.743 0.472 -0.147  0.099
H 0.647 1.019 -1.707  0.093
H 1.345 -1.592 -0.892  0.044

***

# 2
Molecular formula: BrFHOP
Method: DFT, the ωB97M-V functional and the def2-TZVPD basis

Summary:
Relative energy (zero: lowest compared OMol25 entry of this formula, charge and spin) = 1.6178 eV
Frontier orbital gap (alpha / beta) = 7.414 / 7.414 eV
Highest occupied orbital energy (alpha / beta) = -9.305 / -9.305 eV

Last column: Löwdin charge in e.
Element x y z (Å)
O 0.061 0.730 0.243  -0.367
F -2.010 0.652 -0.705  -0.307
P -1.298 1.593 0.314  0.863
Br -2.256 0.128 2.811  -0.320
H -0.013 -0.166 -0.259  0.131

***

Molecular weight per entry: 305.9; 146.9 g/mol